i.
Molecular formula: C3H7O2S
Method: DFT, ωB97M-V/def2-TZVPD

Geometry as XYZ:
```
13
Properties=species:S:1:pos:R:3
C 0.19 1.25 2.15
C -0.93 0.44 1.55
S -1.36 0.83 -0.17
H 0.82 0.59 2.74
H -0.21 2.08 2.74
H 0.73 1.73 1.35
H -0.59 -0.59 1.51
H -1.83 0.43 2.16
H -0.09 0.46 -0.74
O 1.20 -2.24 -1.43
C 1.34 -1.15 -0.89
O 1.24 0.01 -1.38
H 1.54 -1.20 0.22
```

- LUMO: 3.64 eV
- Frontier orbital gap: 8.240 eV
- Total charge: -1

=====

ii.
Molecular formula: C3H7O2S
Method: DFT, ωB97M-V/def2-TZVPD

Geometry as XYZ:
```
13
Properties=species:S:1:pos:R:3
C 0.80 -0.01 1.76
S 2.03 0.85 0.77
C 1.29 0.81 -0.90
H 1.25 -0.86 2.29
H -0.02 -0.42 1.17
H 0.38 0.66 2.50
H 1.71 -0.05 -1.44
H 0.21 0.64 -0.81
H 1.56 1.73 -1.40
O -1.60 -1.46 -0.15
C -2.28 -0.83 -0.98
O -1.97 0.16 -1.68
H -3.33 -1.23 -1.13
```

- LUMO: 3.42 eV
- Frontier orbital gap: 7.688 eV
- Total charge: -1

=====

On energetic grounds, ii is preferred over the next structure by 0.098 eV.

=====

i.
Molecular formula: FNO3S
Method: DFT, ωB97M-V/def2-TZVPD

Geometry as XYZ:
```
6
Properties=species:S:1:pos:R:3
N 0.46 0.51 0.17
O -1.78 1.15 -0.24
O 1.34 -0.37 0.16
O 2.64 -0.16 -0.09
F -1.39 -1.25 -0.53
S -1.27 0.11 0.52
```

- LUMO: -2.54 eV
- Frontier orbital gap: 8.790 eV
- Total charge: 0

=====

ii.
Molecular formula: FNO3S
Method: DFT, ωB97M-V/def2-TZVPD

Geometry as XYZ:
```
6
Properties=species:S:1:pos:R:3
N -1.18 0.72 1.03
O -2.26 0.93 0.84
O 1.38 -0.04 -1.71
O -0.54 -0.44 -0.24
F 1.70 -0.30 0.74
S 0.91 -0.87 -0.66
```

- LUMO: -2.41 eV
- Frontier orbital gap: 7.920 eV
- Total charge: 0

=====

On energetic grounds, ii is preferred over the next structure by 4.299 eV.

=====

i.
Molecular formula: C8H10O
Method: DFT, ωB97M-V/def2-TZVPD

Geometry as XYZ:
```
19
Properties=species:S:1:pos:R:3
C -0.68 -2.30 1.12
C -0.23 -1.69 -0.32
C -0.12 -0.19 -0.27
C -1.19 0.63 -0.25
C -1.06 2.02 -0.18
C 0.16 2.54 -0.23
C 1.33 1.77 -0.33
C 1.11 0.38 -0.30
H -0.80 -3.57 0.98
H -1.65 -1.91 1.37
H 0.11 -1.98 1.76
H 0.62 -2.21 -0.70
H -0.92 -1.93 -1.20
H -2.41 0.14 -0.23
H -2.02 2.73 0.06
H 0.16 3.53 -0.23
H 2.17 2.37 -0.13
H 3.20 0.03 -0.51
O 2.21 -0.38 -0.40
```

- LUMO: 0.60 eV
- Structure (SMILES): CCc1ccccc1O
- Frontier orbital gap: 9.052 eV
- Total charge: 0

=====

ii.
Molecular formula: C8H10O
Method: DFT, ωB97M-V/def2-TZVPD

Geometry as XYZ:
```
19
Properties=species:S:1:pos:R:3
C 0.83 -1.76 -0.89
C 0.27 -0.39 -0.50
C -2.26 -0.47 -0.51
C -2.20 -0.94 0.84
C 0.63 0.65 0.41
C 1.96 0.52 0.76
C 0.22 2.03 0.47
C -0.28 3.14 0.27
H -0.39 -2.21 -1.23
H 1.29 -2.16 0.09
H 1.66 -1.68 -1.90
H -3.14 0.20 -1.16
H -0.93 -1.24 1.00
H -2.99 -1.23 1.44
H 2.46 -0.49 0.87
H 2.48 0.84 -0.38
H 2.27 1.26 1.80
H -0.79 4.23 -0.24
O -1.08 -0.29 -1.15
```

- LUMO: 0.18 eV
- Structure (SMILES): C#C/C(C)=C(/C)OC=C
- Frontier orbital gap: 8.347 eV
- Total charge: 0

=====

On energetic grounds, i is preferred over the next structure by 8.021 eV.

=====

i.
Molecular formula: C4H8N2O4
Method: DFT, ωB97M-V/def2-TZVPD

Geometry as XYZ:
```
18
Properties=species:S:1:pos:R:3
C -0.84 0.63 1.00
C -0.20 0.89 -0.41
C 1.41 -1.51 -0.21
C -0.05 -0.30 -1.23
N 0.72 -2.07 0.87
N 0.75 -0.14 -2.41
O 1.09 -1.82 2.03
O -0.21 -2.83 0.59
O 0.80 -1.11 -3.14
O 1.37 0.89 -2.56
H -1.90 1.04 1.20
H -0.19 1.02 1.82
H -0.94 -0.46 1.10
H 0.75 1.32 -0.52
H -1.00 1.59 -0.82
H 1.82 -2.21 -0.94
H 2.01 -0.76 0.09
H -0.80 -1.05 -1.32
```

- LUMO: -1.70 eV
- Frontier orbital gap: 8.875 eV
- Total charge: 0

=====

ii.
Molecular formula: C4H8N2O4
Method: DFT, ωB97M-V/def2-TZVPD

Geometry as XYZ:
```
18
Properties=species:S:1:pos:R:3
C -0.12 1.52 -0.59
C 0.79 -0.72 -1.50
C -0.71 -0.51 1.69
C -0.35 0.15 -1.22
N 0.53 -0.58 1.81
N -1.53 -0.17 -1.47
O 0.94 1.85 -0.16
O -1.28 2.17 -0.54
O 1.29 -1.42 1.45
O 1.17 0.43 2.59
H 1.68 -0.04 -1.76
H 0.68 -1.40 -2.33
H 0.89 -1.52 -0.61
H -1.06 -1.48 1.24
H -1.11 0.44 2.02
H -1.86 -1.02 -1.85
H -1.91 1.64 -0.86
H 1.95 0.68 2.08
```

- LUMO: 0.12 eV
- Structure (SMILES): [H]/N=C(\C)C(=O)O.C=[N+]([O-])O
- Frontier orbital gap: 9.689 eV
- Total charge: 0

=====

On energetic grounds, ii is preferred over the next structure by 3.664 eV.

=====

i.
Molecular formula: FH2PS3
Method: DFT, ωB97M-V/def2-TZVPD

Geometry as XYZ:
```
7
Properties=species:S:1:pos:R:3
F 0.82 -0.12 1.94
P -0.29 0.18 0.66
S -2.93 -0.30 -0.50
S 0.36 -1.51 -0.31
S 0.54 1.79 -0.23
H -0.15 -1.13 -1.50
H 1.63 1.08 -0.06
```

- LUMO (alpha / beta): -2.59 / -2.59 eV
- Frontier orbital gap (alpha / beta): 6.710 / 6.922 eV
- Total charge: 0

=====

ii.
Molecular formula: FH2PS3
Method: DFT, ωB97M-V/def2-TZVPD

Geometry as XYZ:
```
7
Properties=species:S:1:pos:R:3
F 0.63 -0.11 1.87
P 0.07 0.10 0.37
S -2.63 -0.72 -0.25
S 0.71 -1.69 -0.51
S 1.37 1.65 -0.11
H -0.51 -1.71 -1.07
H 0.36 2.47 -0.30
```

- LUMO (alpha / beta): -2.54 / -2.43 eV
- Frontier orbital gap (alpha / beta): 6.954 / 7.047 eV
- Total charge: 0

=====

On energetic grounds, ii is preferred over the next structure by 0.451 eV.

=====

i.
Molecular formula: C4H5P
Method: DFT, ωB97M-V/def2-TZVPD

Geometry as XYZ:
```
10
Properties=species:S:1:pos:R:3
C -0.31 -1.27 1.46
C 0.32 -0.33 0.82
C 0.22 2.66 0.60
C -0.01 -1.59 -0.01
P 1.50 1.59 0.76
H -0.47 -1.69 2.40
H 0.43 3.60 0.21
H -0.72 2.43 0.98
H 0.89 -2.33 -0.08
H -0.90 -1.64 -0.68
```

- LUMO: -0.27 eV
- Structure (SMILES): C=PC1=CC1
- Frontier orbital gap: 8.894 eV
- Total charge: 0

=====

ii.
Molecular formula: C4H5P
Method: DFT, ωB97M-V/def2-TZVPD

Geometry as XYZ:
```
10
Properties=species:S:1:pos:R:3
C -0.89 0.20 0.11
C 1.82 0.52 -0.11
C 0.23 0.98 -0.05
C -1.22 -1.23 0.17
P -2.56 0.20 -0.02
H 2.53 1.38 -0.37
H 2.11 -0.57 -0.05
H 0.16 1.99 -0.29
H -0.75 -1.82 -0.50
H -1.44 -1.64 1.13
```

- LUMO (alpha / beta): -0.93 / -0.43 eV
- Structure (SMILES): C=CC1=PC1
- Frontier orbital gap (alpha / beta): 7.326 / 7.592 eV
- Total charge: 0

=====

On energetic grounds, ii is preferred over the next structure by 0.490 eV.

=====

i.
Molecular formula: C26H33N3O6
Method: DFT, ωB97M-V/def2-TZVPD

Geometry as XYZ:
```
68
Properties=species:S:1:pos:R:3
C 3.39 1.31 4.31
H 3.10 2.35 4.40
H 2.80 0.72 5.00
H 4.44 1.22 4.59
C 3.17 0.83 2.86
N 3.47 -0.57 2.61
C 2.54 -1.50 3.21
H 3.01 -2.10 4.00
C 1.96 -2.47 2.15
N 1.41 -1.77 1.03
C 1.97 -1.78 -0.20
O 2.96 -2.41 -0.52
C 1.11 -0.90 -1.09
O 1.33 -0.66 -2.27
C 0.04 -0.41 -0.25
C -0.91 0.51 -0.55
C -1.17 1.03 -1.88
C -1.34 0.30 -3.06
N -1.60 1.18 -4.04
C -1.61 2.46 -3.56
C -1.35 2.40 -2.20
C -1.24 3.56 -1.26
H -2.22 3.89 -0.93
H -0.64 3.29 -0.39
H -0.76 4.39 -1.76
C -1.86 3.55 -4.49
O -2.07 3.37 -5.67
O -1.86 4.76 -3.91
C -2.09 5.85 -4.79
H -3.06 5.74 -5.28
H -2.08 6.75 -4.17
H -1.32 5.90 -5.56
H -1.75 0.97 -5.02
C -1.31 -1.16 -3.30
H -1.65 -1.69 -2.41
H -0.29 -1.47 -3.50
H -1.94 -1.42 -4.14
O -1.68 0.98 0.46
H -2.31 1.63 0.11
C 0.22 -0.96 1.14
C -0.97 -1.79 1.59
C -1.47 -2.77 0.76
C -2.56 -3.54 1.15
C -3.14 -3.32 2.38
C -2.64 -2.34 3.23
C -1.55 -1.57 2.85
O -0.97 -0.61 3.63
C -1.55 -0.32 4.88
H -0.95 0.49 5.30
H -2.59 0.01 4.77
H -1.51 -1.19 5.55
H -3.11 -2.20 4.19
H -3.99 -3.91 2.69
H -2.94 -4.31 0.49
H -1.00 -2.94 -0.20
H 0.36 -0.15 1.87
H 1.18 -3.09 2.62
H 2.74 -3.11 1.75
H 1.70 -0.96 3.66
C 4.87 -0.91 2.77
C 5.25 -2.16 2.00
H 6.34 -2.23 1.93
H 4.89 -3.06 2.50
H 4.84 -2.13 1.00
H 5.14 -1.05 3.84
H 5.45 -0.07 2.39
H 2.13 1.01 2.58
H 3.80 1.42 2.19
```

- LUMO: 0.06 eV
- Structure (SMILES): CCN(CC)CCN1C(=O)C(=O)/C(=C(/O)c2c(C)[nH]c(C(=O)OC)c2C)[C@H]1c1ccccc1OC
- Frontier orbital gap: 8.195 eV
- Total charge: 0

=====

ii.
Molecular formula: C26H33N3O6
Method: DFT, ωB97M-V/def2-TZVPD

Geometry as XYZ:
```
68
Properties=species:S:1:pos:R:3
C 1.77 -1.03 0.92
O 1.28 -2.10 0.18
C 0.29 -2.75 0.87
O -0.11 -2.41 1.96
C -0.26 -3.97 0.17
C 0.73 -5.15 0.25
C -0.12 -6.42 0.54
C -1.57 -5.94 0.63
N -1.55 -4.46 0.76
C -2.74 -3.69 0.68
C -2.98 -2.71 1.57
C -4.21 -1.86 1.58
C -5.32 -2.37 0.63
C -4.72 -2.89 -0.68
C -3.72 -4.02 -0.41
H 2.63 -0.60 0.41
H 0.99 -0.28 1.04
H 2.08 -1.40 1.91
H -0.47 -3.70 -0.87
H 1.31 -5.25 -0.68
H 1.45 -4.96 1.04
H 0.02 -7.18 -0.23
H 0.19 -6.88 1.49
H -2.13 -6.20 -0.28
H -2.11 -6.38 1.47
H -2.23 -2.54 2.32
H -4.60 -1.78 2.60
H -3.94 -0.83 1.29
H -5.88 -3.17 1.12
H -6.05 -1.58 0.43
H -5.51 -3.23 -1.36
H -4.22 -2.07 -1.20
H -3.15 -4.26 -1.31
H -4.25 -4.94 -0.12
C 2.05 3.94 5.10
O 3.21 3.50 4.43
C 3.01 3.13 3.11
C 4.13 2.81 2.34
C 4.01 2.48 1.02
C 2.76 2.47 0.39
C 2.65 2.19 -1.04
C 1.95 2.90 -1.96
C 1.88 2.42 -3.33
O 2.48 1.41 -3.67
N 1.10 3.12 -4.25
C 1.00 2.62 -5.60
C 0.41 4.29 -3.93
O -0.30 4.86 -4.74
N 0.56 4.80 -2.64
C -0.09 6.05 -2.32
C 1.31 4.18 -1.64
O 1.40 4.71 -0.55
C 1.64 2.75 1.17
C 1.75 3.08 2.49
H 2.34 4.29 6.09
H 1.60 4.78 4.55
H 1.34 3.12 5.20
H 5.10 2.87 2.80
H 4.89 2.26 0.43
H 3.19 1.33 -1.41
H 0.43 3.31 -6.21
H 2.00 2.50 -6.02
H 0.51 1.65 -5.59
H 0.03 6.25 -1.25
H 0.37 6.85 -2.89
H -1.14 5.98 -2.56
H 0.67 2.77 0.68
H 0.87 3.31 3.06
```

- LUMO: -0.80 eV
- Structure (SMILES): COc1ccc(C=C2C(=O)N(C)C(=O)N(C)C2=O)cc1.COC(=O)[C@H]1CCCN1C1=CCCCC1
- Frontier orbital gap: 6.957 eV
- Total charge: 0

=====

iii.
Molecular formula: C26H33N3O6
Method: DFT, ωB97M-V/def2-TZVPD

Geometry as XYZ:
```
68
Properties=species:S:1:pos:R:3
C -2.49 2.21 -4.25
N -3.23 1.40 -3.50
O -3.72 0.34 -4.01
O -3.43 1.69 -2.27
H -2.14 3.12 -3.80
H -2.36 1.94 -5.29
C -0.95 0.20 6.18
O -2.21 -0.35 5.75
C -2.46 -0.33 4.41
C -1.56 0.10 3.44
C -1.83 -0.07 2.08
C -0.83 0.37 1.04
C 0.12 -0.76 0.61
C 0.97 -1.27 1.77
O 0.59 -1.91 2.75
N 2.26 -0.92 1.52
C 3.31 -1.24 2.45
C 2.51 -0.39 0.18
C 3.15 1.00 0.31
C 3.38 -1.38 -0.61
N 1.14 -0.33 -0.35
C 0.81 0.11 -1.58
C 1.73 0.57 -2.53
C 1.42 1.03 -3.81
C 2.41 1.49 -4.75
C 2.02 2.00 -6.03
C 2.97 2.46 -6.94
C 4.33 2.43 -6.62
C 4.74 1.93 -5.38
C 3.80 1.47 -4.46
C -3.02 -0.66 1.68
C -3.95 -1.10 2.64
O -5.10 -1.77 2.36
C -5.48 -1.85 0.96
C -3.69 -0.88 4.01
O -4.53 -1.41 4.95
C -4.30 -2.80 5.33
H -0.97 0.14 7.27
H -0.11 -0.39 5.77
H -0.83 1.25 5.86
H -0.61 0.54 3.75
H -1.35 0.75 0.15
H -0.20 1.18 1.46
H -0.47 -1.60 0.20
H 2.86 -1.60 3.38
H 3.98 -2.02 2.06
H 3.92 -0.35 2.66
H 2.52 1.63 0.97
H 4.15 0.90 0.75
H 3.23 1.50 -0.65
H 2.90 -2.37 -0.57
H 3.48 -1.08 -1.65
H 4.38 -1.43 -0.15
H -0.26 0.07 -1.81
H 2.77 0.58 -2.23
H 0.37 1.03 -4.12
H 0.96 2.01 -6.27
H 2.64 2.84 -7.91
H 5.08 2.79 -7.34
H 5.80 1.90 -5.11
H 4.15 1.09 -3.50
H -3.23 -0.78 0.61
H -6.46 -2.32 0.97
H -5.53 -0.85 0.50
H -4.75 -2.47 0.41
H -5.06 -3.01 6.09
H -4.43 -3.45 4.46
H -3.30 -2.91 5.75
```

- LUMO: -2.60 eV
- Frontier orbital gap: 3.238 eV
- Total charge: 0

=====

On energetic grounds, i is preferred over the next structure by 0.516 eV.

=====

i.
Molecular formula: H24NeO12
Method: DFT, ωB97M-V/def2-TZVPD

Geometry as XYZ:
```
37
Properties=species:S:1:pos:R:3
Ne 0.23 0.27 -0.08
O -2.75 -0.17 0.08
H -2.53 0.76 0.05
H -2.38 -0.53 -0.73
O 1.33 -2.13 2.89
H 0.64 -2.56 3.40
H 1.06 -2.23 1.98
O -0.28 4.00 -0.20
H 0.48 3.46 -0.01
H -0.98 3.38 -0.40
O 0.70 -2.50 0.07
H 1.24 -3.26 -0.15
H -0.19 -2.84 0.10
O 1.94 2.58 0.77
H 2.15 3.45 1.10
H 2.12 1.99 1.50
O -1.98 -0.68 3.25
H -1.25 -0.31 3.74
H -2.19 -0.02 2.59
O -2.64 2.61 -0.19
H -2.67 2.81 0.75
H -3.15 3.32 -0.59
O 2.57 1.02 -1.45
H 2.85 1.72 -2.04
H 2.21 1.47 -0.69
O -0.29 -2.30 -3.96
H 0.37 -1.91 -3.39
H -0.37 -3.20 -3.65
O 1.90 -1.52 -2.28
H 2.01 -0.62 -1.97
H 1.64 -2.00 -1.49
O -2.42 -1.64 -2.35
H -3.16 -1.94 -2.89
H -1.64 -1.97 -2.81
O 1.56 0.77 2.90
H 2.45 0.91 3.21
H 1.43 -0.18 2.96
```

- LUMO: 0.08 eV
- Frontier orbital gap: 10.570 eV
- Total charge: 0

=====

ii.
Molecular formula: H24NeO12
Method: DFT, ωB97M-V/def2-TZVPD

Geometry as XYZ:
```
37
Properties=species:S:1:pos:R:3
Ne -0.15 0.09 0.31
O -0.10 -3.67 0.38
H -0.40 -3.55 -0.52
H -0.80 -3.28 0.92
O -0.90 2.08 4.11
H -0.68 2.36 3.22
H -1.08 2.90 4.58
O 1.53 -2.62 -2.15
H 2.09 -2.77 -1.40
H 1.24 -1.71 -2.07
O 0.38 3.22 -2.75
H -0.20 2.50 -2.50
H 0.94 2.86 -3.44
O -1.87 1.62 -2.22
H -2.28 2.15 -1.53
H -2.54 0.96 -2.43
O 3.48 -0.02 -1.98
H 4.33 -0.28 -2.32
H 3.25 -0.72 -1.36
O 0.19 2.75 1.39
H 0.67 2.26 0.72
H -0.46 3.25 0.90
O 0.63 -0.27 -2.81
H 1.10 0.36 -3.35
H -0.20 0.16 -2.60
O -2.39 -1.87 -1.11
H -2.71 -1.28 -1.79
H -2.21 -2.69 -1.56
O 2.59 2.90 2.52
H 2.76 1.98 2.68
H 1.73 2.92 2.10
O -0.36 -2.70 4.00
H -0.03 -1.85 4.30
H -0.88 -2.49 3.22
O -1.92 -2.03 1.68
H -2.80 -1.89 2.04
H -1.95 -1.62 0.82
```

- LUMO: -0.86 eV
- Frontier orbital gap: 9.774 eV
- Total charge: 0

=====

On energetic grounds, i is preferred over the next structure by 1.264 eV.

=====

i.
Molecular formula: C7H6Br2NO5
Method: DFT, ωB97M-V/def2-TZVPD

Geometry as XYZ:
```
21
Properties=species:S:1:pos:R:3
C -1.38 -0.73 0.79
C -1.64 -0.29 -0.50
C 0.00 -0.68 0.89
C -0.47 -0.03 -1.10
C 2.08 2.12 0.10
C 2.64 0.66 0.50
C 1.97 -0.27 -0.57
N 0.58 -0.31 -0.31
O 2.20 2.41 -1.09
O 1.57 2.74 1.04
O 0.78 -1.10 1.92
O -0.26 0.29 -2.37
O 2.32 0.04 -1.84
Br 4.50 0.70 0.26
Br 2.69 -2.20 -0.25
H -2.22 -0.72 1.45
H -2.48 0.08 -1.04
H 2.53 0.61 1.56
H 0.39 -1.83 2.39
H -0.82 1.04 -2.57
H 2.58 1.04 -1.98
```

- LUMO: 2.96 eV
- Structure (SMILES): O=C([O-])[C@H](Br)[C@@](O)(Br)n1c(O)ccc1O
- Frontier orbital gap: 7.464 eV
- Total charge: -1

=====

ii.
Molecular formula: C7H6Br2NO5
Method: DFT, ωB97M-V/def2-TZVPD

Geometry as XYZ:
```
21
Properties=species:S:1:pos:R:3
C 2.31 -0.46 0.96
C 2.67 -0.07 -0.26
C 0.89 -0.27 1.12
C 1.53 0.61 -0.83
C -1.62 1.47 -0.80
C -1.76 -0.83 -0.40
C -0.98 0.24 -0.41
N 0.41 0.34 -0.05
O -0.86 2.41 -1.31
O -2.82 1.65 -0.71
O 0.10 -0.55 1.99
O 1.54 1.33 -1.86
O -1.59 -2.11 -0.05
Br 1.85 -2.06 -1.78
Br -3.15 0.26 2.82
H 2.92 -1.14 1.61
H 3.66 -0.07 -0.53
H -2.74 -0.64 -0.82
H -1.84 0.06 2.65
H 0.14 2.17 -1.36
H -0.66 -2.32 0.01
```

- LUMO (alpha / beta): 2.32 / 2.32 eV
- Frontier orbital gap (alpha / beta): 7.363 / 7.365 eV
- Total charge: -1

=====

On energetic grounds, ii is preferred over the next structure by 1.759 eV.

=====

i.
Molecular formula: C3H4BrF
Method: DFT, ωB97M-V/def2-TZVPD

Geometry as XYZ:
```
9
Properties=species:S:1:pos:R:3
C -0.69 0.14 0.15
C -0.40 0.91 1.18
C 0.51 0.14 -1.91
F -0.98 2.10 1.55
Br -0.55 -0.95 -2.99
H -0.28 -0.76 0.24
H -1.52 0.44 -0.49
H 0.32 0.61 2.06
H 1.36 -0.30 -1.42
```

- LUMO (alpha / beta): -1.02 / -0.95 eV
- Frontier orbital gap (alpha / beta): 7.598 / 7.506 eV
- Total charge: 0

=====

ii.
Molecular formula: C3H4BrF
Method: DFT, ωB97M-V/def2-TZVPD

Geometry as XYZ:
```
9
Properties=species:S:1:pos:R:3
C -0.67 0.16 -0.77
C -0.37 0.29 0.75
C 0.18 -0.78 -0.06
F 0.17 -2.08 0.06
Br 3.39 0.54 0.01
H -1.64 -0.18 -1.12
H -0.21 0.90 -1.40
H 0.27 1.11 1.04
H -1.13 0.05 1.49
```

- LUMO (alpha / beta): -0.70 / -3.09 eV
- Frontier orbital gap (alpha / beta): 9.569 / 5.482 eV
- Total charge: 0

=====

On energetic grounds, ii is preferred over the next structure by 1.386 eV.